(1)
Density functional theory data (wB97M-V/def2-TZVPD) for C2H4ClFN2 in the gas phase at a distorted geometry.

XYZ file:
```
10
Properties=species:S:1:pos:R:3:nbo_charge:R:1
H 1.04846 1.09523 1.81905 0.34
N 1.04622 0.18363 1.34431 -0.68
C 0.21113 0.18889 0.35729 0.38
N -0.75131 1.07636 -0.12986 -0.81
C 0.13871 -1.08167 -0.47382 0.17
F -0.96584 -0.98273 -1.26733 -0.35
Cl 1.60416 -0.91485 -1.56616 -0.07
H -1.51202 0.66929 -0.61089 0.41
H -0.99381 1.82569 0.45925 0.38
H 0.17429 -2.05984 0.06815 0.22
```

SMILES = [H]/N=C(\N)[C@@H](F)Cl
Lowest unoccupied orbital energy = 0.03089 Ha
Calculated total energy = -748.16365 Eh
Molar mass = 110.519 g mol⁻¹
Relative energy (zero: lowest compared OMol25 entry of this formula, charge and spin) = 7.0 kcal per mole
Orbital gap = 10.66 eV
Multiplicity = 1



(2)
Density functional theory data (wB97M-V/def2-TZVPD) for C2H4ClN in the gas phase at a distorted geometry.

XYZ file:
```
8
Properties=species:S:1:pos:R:3:nbo_charge:R:1
H 0.26613 0.06734 -2.29198 0.36
N 0.45422 -0.15524 -1.34930 -0.65
C -0.31740 0.04267 -0.36107 0.26
C 0.25245 -0.06066 0.96739 -0.67
Cl -1.93643 0.52368 -0.58556 -0.02
H -0.00086 0.78455 1.43386 0.23
H 1.33578 -0.24241 0.72707 0.25
H -0.05389 -0.95993 1.45960 0.23
```

SMILES = [H]/N=C(/C)Cl
Lowest unoccupied orbital energy = 0.03594 Ha
Calculated total energy = -593.52477 Eh
Molar mass = 77.514 g mol⁻¹
Relative energy (zero: lowest compared OMol25 entry of this formula, charge and spin) = 10.3 kcal per mole
Orbital gap = 10.93 eV
Multiplicity = 1



(3)
Density functional theory data (wB97M-V/def2-TZVPD) for a 2-piece molecular cluster, C2H4ClN2 overall at a distorted geometry.

XYZ file:
```
9
Properties=species:S:1:pos:R:3:nbo_charge:R:1
C -0.06848 1.14072 -0.17945 0.31
C -0.33957 0.43132 -1.34883 -0.86
N 0.92305 -0.35062 2.17733 0.12
N 1.24129 -0.15944 3.20387 -0.17
Cl -0.07138 2.78816 -0.03557 0.25
H -1.02877 -0.45311 -1.11692 0.32
H -0.71752 0.86468 -2.26976 0.30
H 0.63598 -0.22427 -1.60096 0.33
H 1.16184 -0.54742 4.06270 0.41
```

Lowest unoccupied orbital energy (spin up / spin down) = -0.26482 / -0.23488 Ha
Calculated total energy = -647.79476 Eh
Molar mass = 91.521 g mol⁻¹
Charge = +1
Relative energy (zero: lowest compared OMol25 entry of this formula, charge and spin) = 32.0 kcal per mole
Orbital gap (spin up / spin down) = 4.08 / 10.83 eV
⟨S²⟩ = 2.01
Multiplicity = 3



(4)
Density functional theory data (wB97M-V/def2-TZVPD) for C2H4ClNO3 as an isolated structure at a distorted geometry.

XYZ file:
```
11
Properties=species:S:1:pos:R:3:nbo_charge:R:1
C 1.43754 0.51050 0.28462 -0.77
C 0.44112 -0.29554 -0.36301 0.69
N -0.96817 -0.08200 0.27719 0.40
O -1.00118 0.65968 1.20413 -0.29
O -1.77279 -1.23313 0.24662 -0.48
O 0.59975 -1.20546 -1.15535 -0.47
Cl -2.13037 1.04006 -1.28017 -0.42
H 0.91946 1.42034 0.79391 0.29
H 1.84820 -0.07529 1.07977 0.27
H 2.28138 0.79604 -0.43237 0.28
H -1.65495 -1.53518 -0.65534 0.50
```

Lowest unoccupied orbital energy (spin up / spin down) = -0.07142 / -0.07153 Ha
Calculated total energy = -819.10967 Eh
Molar mass = 125.511 g mol⁻¹
Relative energy (zero: lowest compared OMol25 entry of this formula, charge and spin) = 125.8 kcal per mole
Orbital gap (spin up / spin down) = 8.14 / 8.13 eV
Multiplicity = 1



(5)
Density functional theory data (wB97M-V/def2-TZVPD) for an isolated ion of composition C2H4ClO2S and charge -1 at a distorted geometry.

XYZ file:
```
10
Properties=species:S:1:pos:R:3:nbo_charge:R:1
C -0.97471 -0.12471 0.35412 -0.70
C 0.05195 0.43245 -0.50081 -0.27
O 1.64668 -0.67803 1.38854 -1.04
O 1.67085 -1.48929 -1.06238 -1.04
S 1.76492 -0.37303 -0.07409 1.47
Cl -0.08444 2.39782 -0.06095 -0.30
H -0.64519 -0.06271 1.32914 0.24
H -1.43473 -1.09867 0.00770 0.22
H -1.83326 0.48776 0.26699 0.21
H -0.16207 0.50841 -1.64824 0.21
```

Lowest unoccupied orbital energy = 0.13621 Ha
Calculated total energy = -1087.48521 Eh
Molar mass = 127.572 g mol⁻¹
Charge = -1
Relative energy (zero: lowest compared OMol25 entry of this formula, charge and spin) = 2.8 kcal per mole
Orbital gap = 7.19 eV
Multiplicity = 1



(6)
Density functional theory data (wB97M-V/def2-TZVPD) for C2H4ClOP in the gas phase at a distorted geometry.

XYZ file:
```
9
Properties=species:S:1:pos:R:3:nbo_charge:R:1
C 1.55756 -0.19479 -0.13761 -0.24
O 0.43725 -0.83094 0.30456 -0.52
C -0.75961 -0.09315 0.36235 -0.13
P -2.53134 -0.74989 -0.00140 0.47
Cl -3.56532 0.96308 0.07156 -0.29
H 1.28063 0.28917 -1.00626 0.17
H 2.37232 -0.90570 -0.28257 0.21
H 1.76087 0.61265 0.55886 0.17
H -0.55236 0.90958 0.13050 0.15
```

SMILES = CO/C=P/Cl
Lowest unoccupied orbital energy (spin up / spin down) = -0.01427 / -0.01454 Ha
Calculated total energy = -955.30601 Eh
Molar mass = 110.480 g mol⁻¹
Relative energy (zero: lowest compared OMol25 entry of this formula, charge and spin) = 62.8 kcal per mole
Orbital gap (spin up / spin down) = 7.73 / 7.72 eV
Multiplicity = 1